# 1
Entry from the OMol25 dataset: one molecule with the formula C2H7ClSi2 at a distorted geometry (the ωB97M-V functional and the def2-TZVPD basis).

Geometry as XYZ:
```
12
Properties=species:S:1:pos:R:3:forces:R:3:mulliken_charge:R:1
Cl -2.522 -0.910 2.534 -0.9 0.1 0.8 -0.15
Si 1.630 1.371 -0.498 0.0 -1.2 2.3 0.41
Si 0.317 -0.569 -0.909 -0.6 -1.2 -0.6 0.22
C -0.563 -1.223 0.577 -5.0 2.1 4.1 -0.35
C -1.840 -0.501 1.082 7.1 -3.4 -4.2 -0.16
H 2.715 1.537 -1.377 1.2 0.2 -0.9 -0.14
H 0.652 2.325 -0.755 -1.4 1.5 -0.6 -0.14
H 0.854 -1.942 -1.492 -0.1 1.6 0.1 -0.10
H 1.981 1.742 0.969 0.0 -0.7 -1.0 -0.08
H -0.176 -2.041 1.295 -0.5 1.5 -1.3 0.28
H -0.849 0.013 -1.748 0.9 -0.4 0.3 -0.10
H -2.199 0.196 0.322 -0.7 0.1 0.9 0.32
```
Forces are in eV/Å.

Values from the calculation:
- relative energy (zero: lowest compared OMol25 entry of this formula, charge and spin) (kcal per mole) = 89.4
- E_LUMO (eV) = 0.2
- SMILES string = [SiH3][SiH2]/C=C/Cl
- E (Eh) = -1119.45151
- HOMO (eV) = -8.72
- gap between HOMO and LUMO (eV) = 8.93


# 2
Entry from the OMol25 dataset: C3H5N2OS as an isolated structure at a distorted geometry (the ωB97M-V functional and the def2-TZVPD basis).

Geometry as XYZ:
```
12
Properties=species:S:1:pos:R:3:forces:R:3:mulliken_charge:R:1
S -0.789 0.793 -0.979 -0.6 -0.5 -0.6 0.22
O 1.242 -0.876 -2.984 0.6 0.0 -1.2 -0.18
N 0.848 0.792 -1.346 -0.6 0.6 -0.1 -0.31
N 1.059 -0.852 1.776 0.3 -0.3 0.2 -0.47
C -0.963 -0.208 0.533 0.9 1.0 0.8 -0.56
C 1.068 0.013 -2.303 -0.4 -0.6 1.4 0.67
C 0.267 0.043 1.421 -0.7 0.0 -0.5 -0.05
H -1.848 0.173 1.045 -0.2 0.0 -0.2 0.38
H 0.414 1.080 1.713 0.1 0.1 0.2 0.37
H 0.787 -1.763 1.405 0.1 -0.1 0.1 0.25
H -1.005 2.060 -0.556 0.5 -0.2 0.3 0.29
H -1.080 -1.255 0.273 -0.1 0.0 -0.4 0.40
```
Forces are in eV/Å.

Values from the calculation:
- relative energy (zero: lowest compared OMol25 entry of this formula, charge and spin) (kcal per mole) = 46.9
- E_LUMO (eV) = -5.1
- E (Eh) = -699.90047
- HOMO (eV) = -14.67
- gap between HOMO and LUMO (eV) = 9.62
- net charge = +1


# 3
Entry from the OMol25 dataset: one molecule with the formula C18H15NO2 at a distorted geometry (the ωB97M-V functional and the def2-TZVPD basis).

Geometry as XYZ:
```
36
Properties=species:S:1:pos:R:3:forces:R:3:mulliken_charge:R:1
O -1.205 -2.005 -0.048 0.1 1.2 1.6 -0.65
O 1.396 1.359 -2.023 -0.8 -0.2 0.7 -0.78
N -0.643 -0.041 1.169 -0.7 -1.6 0.5 0.07
C 0.771 3.945 1.253 -0.8 -0.5 0.4 -0.69
C 0.150 -1.896 -4.569 0.0 -0.9 0.0 -0.52
C 0.936 3.140 0.129 0.7 0.7 0.0 -0.65
C 1.163 -3.499 -3.079 -0.1 0.3 -0.1 -0.55
C 0.120 3.403 2.364 -0.3 -2.2 -1.1 -0.71
C -0.674 0.013 3.708 -1.9 1.0 -0.8 -0.86
C -0.576 -0.781 0.006 0.2 -0.9 -0.4 0.53
C -0.171 1.263 1.211 0.3 0.7 0.0 -0.15
C 0.500 1.815 0.110 -0.5 -0.5 -0.1 0.10
C -1.093 1.489 3.540 0.0 0.4 0.9 -0.82
C -1.075 -0.728 2.437 -0.7 0.8 -0.2 -0.72
C 0.693 0.956 -1.081 1.6 -0.4 -1.8 0.76
C 1.018 -2.599 -2.017 -0.8 0.5 -1.3 -0.09
C 0.131 -0.416 -1.097 0.2 1.5 0.7 0.31
C -0.049 -1.035 -3.502 0.0 -0.1 -0.5 -0.45
C -0.369 2.051 2.347 0.5 2.0 0.6 0.91
C 0.330 -1.389 -2.215 0.7 0.6 0.2 -0.54
C 0.707 -3.184 -4.359 -0.5 0.8 -0.3 -0.45
H 1.415 -2.803 -1.055 0.3 -0.3 0.8 0.50
H -0.714 -1.723 2.492 0.7 -0.9 -0.4 0.46
H -1.197 -0.442 4.552 0.2 -0.1 -0.1 0.36
H 0.741 -3.905 -5.200 0.2 0.5 0.7 0.36
H 1.495 3.550 -0.722 -0.5 -0.5 0.2 0.45
H 1.014 5.004 1.326 0.4 -0.3 -0.5 0.36
H -0.969 -2.354 -0.919 -0.1 -0.2 -0.1 0.51
H -2.161 -0.828 2.432 -0.1 0.2 -0.1 0.35
H 0.365 0.019 3.873 1.4 -0.3 0.2 0.40
H -2.197 1.598 3.396 0.7 -0.2 0.2 0.28
H -0.495 -0.070 -3.690 0.0 0.1 0.1 0.40
H 1.666 -4.435 -2.903 0.0 -0.2 0.0 0.39
H -0.023 4.022 3.222 -0.2 0.1 0.6 0.44
H -0.186 -1.567 -5.555 0.2 -0.3 0.2 0.35
H -0.812 2.071 4.467 -0.4 -0.5 -1.0 0.35
```
Forces are in eV/Å.

Values from the calculation:
- relative energy (zero: lowest compared OMol25 entry of this formula, charge and spin) (kcal per mole) = 1.7
- E_LUMO (eV) = 0.6
- SMILES string = O=c1c(-c2ccccc2)c(O)n2c3c(cccc13)CCC2
- E (Eh) = -900.17134
- HOMO (eV) = -7.92
- gap between HOMO and LUMO (eV) = 8.54


# 4
Entry from the OMol25 dataset: one molecule with the formula C5H6O2 (the ωB97M-V functional and the def2-TZVPD basis).

Geometry as XYZ:
```
13
Properties=species:S:1:pos:R:3:forces:R:3:mulliken_charge:R:1
O 1.018 -0.959 -0.800 0.1 0.3 0.2 -0.27
O -1.527 -1.306 -0.407 0.1 -0.1 -0.1 -0.55
C 3.369 -0.013 -0.391 -0.3 0.0 0.0 -0.67
C -0.919 -0.340 0.404 0.1 0.3 0.1 0.50
C -1.642 0.997 0.253 -0.1 0.1 0.0 -1.18
C 0.538 -0.146 0.098 -0.3 -0.2 -0.1 0.01
C 2.159 -0.205 -0.319 0.6 0.0 -0.2 0.30
H -1.583 1.336 -0.785 0.0 0.0 0.1 0.33
H 4.262 0.499 -0.101 -0.2 -0.1 0.0 0.32
H -0.937 -0.641 1.468 0.0 0.0 -0.1 0.19
H -2.695 0.864 0.513 0.2 0.0 0.0 0.32
H -0.843 -1.840 -0.839 -0.2 0.0 0.1 0.36
H -1.199 1.754 0.907 -0.1 -0.1 -0.1 0.34
```
Forces are in eV/Å.

Values from the calculation:
- relative energy (zero: lowest compared OMol25 entry of this formula, charge and spin) (kcal per mole) = 159.4
- E_LUMO (spin up / spin down) (eV) = -0.4 / -0.4
- E (Eh) = -344.34783
- HOMO (spin up / spin down) (eV) = -7.92 / -7.92
- gap between HOMO and LUMO (spin up / spin down) (eV) = 7.53 / 7.53